[1]
Formula: CH5O2
Source: the Open Molecules 2025 dataset
Level of theory: ωB97M-V/def2-TZVPD

Summary:
* LUMO level (spin up / spin down): 0.0209 / -0.0971 hartree
* orbital gap (spin up / spin down): 10.585 / 7.372 eV
* ΔE to the lowest compared entry with this formula, charge and spin: 2.011 eV
* 2S+1: 2
* total charge: 0

Structure (XYZ):
```
8
Properties=species:S:1:pos:R:3:forces:R:3:nbo_charge:R:1
H 1.019663 1.860667 -1.029472 0.2 0.6 0.1 0.453
O 0.572527 1.616861 -0.216849 0.2 -0.4 -0.7 -0.718
H 1.180491 -0.374549 -0.511654 0.1 0.0 -0.3 0.151
C 0.279988 0.235898 -0.434346 -0.9 0.0 2.0 -0.292
H -0.408184 0.076106 -1.265479 0.2 0.0 -0.3 0.151
O -0.936009 -1.270790 1.186204 -2.9 -4.4 3.3 -0.391
H -0.266520 -0.138507 0.487961 1.7 2.0 -2.3 0.222
H -1.441957 -2.005685 1.783636 1.5 2.2 -1.7 0.423
```
Positions in Å, forces in eV/Å.

[2]
Formula: CH5O2P
Source: the Open Molecules 2025 dataset
Level of theory: ωB97M-V/def2-TZVPD

Summary:
* LUMO level (spin up / spin down): -0.0768 / -0.1186 hartree
* orbital gap (spin up / spin down): 8.365 / 7.053 eV
* ΔE to the lowest compared entry with this formula, charge and spin: 3.382 eV
* total charge: 0

Structure (XYZ):
```
9
Properties=species:S:1:pos:R:3:forces:R:3:nbo_charge:R:1
H -0.298176 2.311257 0.423281 -0.5 0.0 0.2 0.194
P 0.071349 -1.177220 -0.719778 1.8 0.7 0.5 1.860
O -1.182136 -0.354801 -0.617231 -2.0 3.1 1.3 -0.852
C -0.102901 1.357000 0.893862 -0.5 -2.0 -1.4 -0.214
H 1.023904 -0.338936 -1.256540 0.7 0.4 -0.4 -0.192
H 0.545614 -1.232008 0.584731 0.2 -0.6 0.5 -0.185
H 0.868747 0.931469 0.548661 -0.9 0.3 1.0 0.201
H -0.807995 0.883170 1.625074 1.2 0.7 -0.7 0.233
O -0.118406 -2.379929 -1.482060 -0.1 -2.4 -1.0 -1.044
```
Positions in Å, forces in eV/Å.

[3]
Formula: CH5O2PS
Source: the Open Molecules 2025 dataset
Level of theory: ωB97M-V/def2-TZVPD

Summary:
* LUMO level: 0.0127 hartree
* orbital gap: 9.616 eV
* ΔE to the lowest compared entry with this formula, charge and spin: 0.645 eV
* SMILES: O=PO.CS
* total charge: 0

Structure (XYZ):
```
10
Properties=species:S:1:pos:R:3:forces:R:3:nbo_charge:R:1
H -1.195587 1.210614 0.091218 0.4 1.2 0.9 0.236
H -2.333318 0.246216 -0.778817 1.2 -0.2 0.1 0.224
H 2.173695 -1.184444 -1.184923 -0.2 -0.1 0.2 0.508
H -0.471980 0.248066 -1.228993 -1.9 -0.2 1.7 0.250
C -1.284309 0.274591 -0.372026 0.0 -0.9 -2.8 -0.762
H -0.978378 -0.361179 1.851065 0.0 0.5 1.0 0.127
P 1.862652 -0.148159 0.742707 0.5 -1.5 0.0 1.510
S -1.068989 -1.101173 0.784050 0.1 -0.3 -0.8 -0.017
O 1.646589 1.267628 0.926294 -0.5 1.5 0.3 -1.044
O 1.649624 -0.452158 -0.830578 0.5 0.0 -0.7 -1.031
```
Positions in Å, forces in eV/Å.

[4]
Formula: CH5OPS
Source: the Open Molecules 2025 dataset
Level of theory: ωB97M-V/def2-TZVPD

Summary:
* LUMO level: 0.0156 hartree
* orbital gap: 9.065 eV
* ΔE to the lowest compared entry with this formula, charge and spin: 2.954 eV
* SMILES: CS(=O)#[PH2]
* total charge: 0

Structure (XYZ):
```
9
Properties=species:S:1:pos:R:3:forces:R:3:nbo_charge:R:1
H 1.201772 -1.028709 -0.811477 0.2 -0.1 0.3 0.236
H -0.890378 0.327106 -1.772740 -0.6 -2.9 -2.9 -0.053
P -0.846574 1.342845 -0.995021 4.0 2.5 2.3 0.145
O -0.734044 0.249853 1.863675 0.0 1.3 2.8 -0.981
H -2.092697 1.387325 -0.645776 -3.4 0.0 0.5 -0.032
C 1.035360 -0.746045 0.231385 1.1 1.3 1.4 -0.871
S -0.677746 -0.289193 0.537581 -0.4 -1.5 -2.5 1.064
H 1.566354 0.179766 0.565388 -0.1 -0.4 -1.0 0.236
H 1.437953 -1.422949 1.026986 -0.9 -0.2 -1.0 0.254
```
Positions in Å, forces in eV/Å.

[5]
Formula: CH5OPS
Source: the Open Molecules 2025 dataset
Level of theory: ωB97M-V/def2-TZVPD

Summary:
* LUMO level (spin up / spin down): -0.0764 / -0.0687 hartree
* orbital gap (spin up / spin down): 6.449 / 6.845 eV
* ΔE to the lowest compared entry with this formula, charge and spin: 3.733 eV
* total charge: 0

Structure (XYZ):
```
9
Properties=species:S:1:pos:R:3:forces:R:3:nbo_charge:R:1
C 1.389145 0.391241 -0.746324 -1.3 1.1 -2.9 -0.811
H 1.189553 0.692204 -1.829330 0.4 -0.8 1.1 0.215
H 2.438679 0.538312 -0.607543 0.6 -0.5 0.6 0.238
P -2.638164 0.082976 0.084059 -2.4 0.2 -1.3 0.849
O -1.154648 -0.057887 0.346242 4.5 1.2 1.1 -0.930
H 0.908277 -0.570572 -0.579288 0.7 -0.3 0.2 0.275
H -3.231701 1.124063 0.847045 0.2 0.2 0.1 -0.085
S 0.432361 1.545544 0.173042 -2.2 -1.2 1.1 0.340
H -2.598159 0.750510 -1.169885 -0.6 0.1 0.0 -0.090
```
Positions in Å, forces in eV/Å.

[6]
Formula: CH5OPS2
Source: the Open Molecules 2025 dataset
Level of theory: ωB97M-V/def2-TZVPD

Summary:
* LUMO level (spin up / spin down): 0.0108 / -0.0355 hartree
* orbital gap (spin up / spin down): 7.240 / 8.142 eV
* ΔE to the lowest compared entry with this formula, charge and spin: 1.549 eV
* 2S+1: 3
* total charge: 0

Structure (XYZ):
```
10
Properties=species:S:1:pos:R:3:forces:R:3:nbo_charge:R:1
O 1.033426 1.405147 0.482891 -1.0 1.4 0.0 -0.801
H 1.912309 0.304172 -1.048927 -0.3 0.4 0.2 0.148
H -1.834928 -2.748185 -0.582284 1.3 1.6 1.3 0.150
H 2.137877 -0.343506 1.793947 0.5 -0.5 -1.0 -0.123
H -3.429762 -0.446701 -0.138048 1.8 0.7 -0.2 0.147
C 1.324155 1.192348 -0.778412 2.2 -2.4 -1.1 -0.036
H 0.769887 1.692512 -1.489294 -1.1 1.1 -1.2 0.156
S -2.076390 -0.062166 -0.421708 -1.8 -0.8 0.2 -0.145
P 1.316919 0.785213 1.896939 -0.3 -0.1 3.1 0.660
S -1.153493 -1.778833 0.284896 -1.3 -1.4 -1.3 -0.157
```
Positions in Å, forces in eV/Å.

[7]
Formula: CH5OSm
Source: the Open Molecules 2025 dataset
Level of theory: ωB97M-V/def2-TZVPD

Summary:
* LUMO level (spin up / spin down): -0.2040 / -0.1994 hartree
* orbital gap (spin up / spin down): 7.754 / 8.292 eV
* 2S+1: 7
* total charge: +1

Structure (XYZ):
```
8
Properties=species:S:1:pos:R:3:forces:R:3:mulliken_spin:R:1
O 1.497526 -1.144364 -0.403570 1.6 2.0 0.4 -0.033
H -0.451166 -0.466604 -0.086643 -0.7 3.4 0.7 -0.001
H -1.721603 0.560171 -0.797536 -0.8 -0.2 0.9 0.000
H 1.832712 -2.018713 -0.203345 -0.1 -0.3 -0.1 -0.001
C -1.175128 0.513507 0.154572 1.2 -2.6 -0.6 0.001
H -0.956658 1.568851 0.370734 1.3 -0.3 -0.1 0.000
Sm 2.586030 0.831744 -0.131574 -1.6 -2.0 -0.3 6.034
H -1.611711 0.155406 1.097366 -0.9 0.1 -0.8 0.000
```
Positions in Å, forces in eV/Å.

[8]
Formula: CH5PS
Source: the Open Molecules 2025 dataset
Level of theory: ωB97M-V/def2-TZVPD

Summary:
* LUMO level: 0.0007 hartree
* orbital gap: 9.687 eV
* ΔE to the lowest compared entry with this formula, charge and spin: 1.668 eV
* SMILES: C=P.S
* total charge: 0

Structure (XYZ):
```
8
Properties=species:S:1:pos:R:3:forces:R:3:nbo_charge:R:1
C -0.815788 -1.000659 1.843884 -2.3 0.9 0.0 -0.821
H 0.343688 -2.105480 0.184781 0.3 0.1 -0.1 -0.061
S 1.561591 1.719799 -2.486334 0.1 1.0 -1.0 -0.288
H -0.711475 -1.894267 2.497119 -0.1 1.0 -0.4 0.228
H -1.641441 -0.195573 2.082301 2.0 -1.6 0.2 0.226
P -0.299409 -0.840571 0.274440 0.1 -0.4 0.3 0.430
H 0.730744 1.503438 -1.504686 -0.6 -0.3 0.8 0.138
H 0.832091 2.813313 -2.891505 0.5 -0.7 0.2 0.148
```
Positions in Å, forces in eV/Å.

[9]
Formula: CH5PS2
Source: the Open Molecules 2025 dataset
Level of theory: ωB97M-V/def2-TZVPD

Summary:
* LUMO level (spin up / spin down): -0.0077 / -0.0168 hartree
* orbital gap (spin up / spin down): 7.238 / 7.174 eV
* ΔE to the lowest compared entry with this formula, charge and spin: 3.591 eV
* total charge: 0

Structure (XYZ):
```
9
Properties=species:S:1:pos:R:3:forces:R:3:nbo_charge:R:1
H -0.657972 -1.996346 1.530104 -1.3 0.0 1.2 0.119
S -0.014145 -2.643946 0.614207 -0.2 -1.4 -0.2 -0.276
S -1.185311 1.636993 0.611107 1.1 0.5 -0.1 -0.003
C -0.683922 0.381506 -0.535082 2.1 1.2 1.5 -0.596
H 1.718410 -1.494998 -0.549687 0.8 0.3 -0.6 -0.059
H -1.302505 -0.442356 -0.684723 -0.8 -1.2 -0.5 0.205
P 1.274083 -1.054764 0.693652 -0.7 1.5 -1.1 0.259
H -2.471379 1.530537 0.929394 -0.4 -0.8 -0.4 0.131
H 0.023007 0.759477 -1.283863 -0.8 -0.2 0.2 0.219
```
Positions in Å, forces in eV/Å.

[10]
Formula: CH5PS2
Source: the Open Molecules 2025 dataset
Level of theory: ωB97M-V/def2-TZVPD

Summary:
* LUMO level (spin up / spin down): -0.0279 / -0.0130 hartree
* orbital gap (spin up / spin down): 6.820 / 7.801 eV
* ΔE to the lowest compared entry with this formula, charge and spin: 4.481 eV
* total charge: 0

Structure (XYZ):
```
9
Properties=species:S:1:pos:R:3:forces:R:3:nbo_charge:R:1
C 0.613089 0.134790 -0.614967 -0.5 -2.2 1.4 -0.577
P -2.013509 0.260262 0.665869 -1.6 -2.9 -1.5 0.111
S 1.569324 -0.792156 0.555468 -0.2 1.8 1.6 0.025
S 0.311255 -0.679430 -2.094891 -0.1 -0.4 -0.5 0.092
H -1.271881 0.225924 1.762962 1.3 0.1 2.0 -0.070
H 0.036508 -1.905890 -1.573909 0.1 0.5 -0.1 0.134
H 1.517627 0.173856 1.659974 0.0 -1.6 -1.9 0.149
H 0.821797 1.151430 -0.664478 0.1 1.7 -0.2 0.209
H -1.584210 1.431213 0.303970 0.9 3.1 -0.7 -0.072
```
Positions in Å, forces in eV/Å.

Computed max |F| (Eh/bohr) in order:
0.1202, 0.0755, 0.0580, 0.1020, 0.0934, 0.0672, 0.0688, 0.0497, 0.0561, 0.0713